1.
# C12H26GdGeN2O3SSbSe6

A structure of composition C12H26GdGeN2O3SSbSe6 (the ωB97M-V functional and the def2-TZVPD basis, the OMol25 dataset).

CARTESIAN COORDINATES (ANGSTROEM)
1 Gd 11.44 6.02 8.02
2 Se 7.58 4.88 6.91
3 Sb 8.92 4.65 4.88
4 Se 7.60 5.99 2.90
5 Se 10.91 5.93 5.11
6 Se 9.31 2.50 4.09
7 C 12.17 12.30 9.49
8 Ge 13.63 13.24 8.75
9 C 14.20 15.09 9.20
10 C 15.21 12.32 9.57
11 C 13.34 13.05 6.86
12 Se 12.75 14.58 5.83
13 C 14.25 14.68 4.59
14 H 11.95 11.50 8.75
15 H 11.22 12.89 9.44
16 H 12.38 11.85 10.46
17 H 13.90 15.71 8.30
18 H 15.27 15.10 9.32
19 H 13.72 15.38 10.18
20 H 14.86 12.05 10.59
21 H 16.01 13.08 9.76
22 H 15.63 11.42 9.10
23 H 12.68 12.12 6.80
24 H 14.30 12.72 6.42
25 H 14.03 15.39 3.80
26 H 14.42 13.72 4.10
27 H 15.11 14.92 5.19
28 C 14.83 7.56 10.04
29 S 14.39 6.65 8.60
30 O 14.03 5.22 8.68
31 O 13.11 7.40 8.20
32 O 15.32 6.83 7.56
33 H 15.75 7.30 10.54
34 H 14.04 7.57 10.87
35 H 14.76 8.55 9.64
36 Se 11.34 7.86 12.42
37 C 11.35 6.62 11.20
38 N 11.15 5.87 10.29
39 C 8.49 10.08 10.17
40 C 8.27 10.06 8.62
41 C 6.79 9.78 8.36
42 C 8.58 11.42 7.89
43 C 9.20 8.89 8.11
44 N 9.83 7.92 8.13
45 H 7.86 10.90 10.61
46 H 9.53 10.26 10.39
47 H 8.28 9.08 10.67
48 H 6.06 10.54 8.70
49 H 6.49 8.81 8.76
50 H 6.59 9.63 7.26
51 H 8.48 12.26 8.56
52 H 7.80 11.54 7.10
53 H 9.52 11.46 7.37

The calculation puts the highest occupied orbital energy (alpha / beta) at 0.0 / -1.9 eV. As for the multiplicity: 8. The calculation puts the energy above the lowest of the compared OMol25 structures with the same formula, charge and spin at 0.0000 eV. As for the charge: -2. As for the expectation value of S²: 15.79.

These are the Mulliken partial charges, in e, on atoms 1 to 2:
1 Gd 0.574
2 Se -0.696

=====

2.
# C12H26IrN3SeSi

A structure of composition C12H26IrN3SeSi (the ωB97M-V functional and the def2-TZVPD basis, the OMol25 dataset).

CARTESIAN COORDINATES (ANGSTROEM)
1 Ir -0.46 0.15 0.10
2 N 1.69 -0.23 -0.16
3 C 2.43 -0.82 0.98
4 C 2.04 -0.11 2.26
5 C 0.70 -0.55 2.81
6 N -0.40 0.22 2.15
7 H 1.78 -0.83 -0.98
8 H 2.18 0.63 -0.42
9 H 3.51 -0.75 0.81
10 H 2.18 -1.88 1.03
11 H 2.01 0.97 2.06
12 H 2.81 -0.24 3.02
13 H 0.65 -0.39 3.89
14 H 0.50 -1.60 2.62
15 H -0.34 1.19 2.45
16 H -1.30 -0.12 2.46
17 N -0.20 2.17 -0.35
18 C -1.24 3.06 0.17
19 C -2.47 3.12 -0.47
20 C -3.43 3.98 0.03
21 C -3.17 4.76 1.15
22 C -1.93 4.69 1.77
23 C -0.95 3.84 1.27
24 H 0.71 2.53 -0.05
25 H -0.18 2.22 -1.37
26 H -2.66 2.52 -1.35
27 H -4.39 4.05 -0.46
28 H -3.93 5.43 1.54
29 H -1.71 5.32 2.62
30 H 0.03 3.81 1.74
31 C -5.40 -2.44 0.16
32 Si -5.20 -0.62 -0.04
33 C -5.22 0.48 1.44
34 C -5.39 0.13 -1.71
35 Se -2.51 -0.68 -0.25
36 H -6.47 -2.69 0.21
37 H -4.94 -2.79 1.09
38 H -4.98 -2.98 -0.68
39 H -6.24 0.79 1.68
40 H -4.64 1.39 1.23
41 H -4.81 -0.03 2.31
42 H -6.45 0.35 -1.90
43 H -5.06 -0.56 -2.49
44 H -4.84 1.06 -1.78

The calculation puts the highest occupied orbital energy (alpha / beta) at -14.8 / -14.8 eV. The calculation puts the energy above the lowest of the compared OMol25 structures with the same formula, charge and spin at 1.4527 eV. As for the charge: +2.

These are the Mulliken partial charges, in e, on atoms 1 to 2:
1 Ir 0.997
2 N -0.685

=====

3.
# C12H26N3O6S2

A cluster of 2 separate species, C12H26N3O6S2 in total (the ωB97M-V functional and the def2-TZVPD basis, the OMol25 dataset).

CARTESIAN COORDINATES (ANGSTROEM)
1 C -0.50 -0.54 -2.01
2 C 0.24 0.50 -1.05
3 C 0.12 0.15 0.51
4 C 0.53 -1.35 0.87
5 C -0.16 -1.82 2.27
6 C 0.53 -1.01 3.46
7 S -0.67 0.15 4.34
8 O -1.96 -0.62 4.47
9 O -0.03 0.41 5.69
10 N -0.75 1.52 3.32
11 S -1.67 2.79 4.00
12 O -1.44 3.04 5.46
13 O -3.16 2.68 3.77
14 C -1.05 4.33 3.11
15 C 0.26 4.03 2.23
16 C 1.54 3.65 3.09
17 N 2.57 2.80 2.44
18 O 1.73 3.99 4.27
19 H 0.20 -1.39 -2.36
20 H -0.91 0.00 -2.93
21 H -1.39 -1.01 -1.46
22 H 1.34 0.64 -1.38
23 H -0.25 1.53 -1.21
24 H -0.96 0.34 0.84
25 H 0.77 0.86 1.14
26 H 1.68 -1.40 0.94
27 H 0.19 -2.12 0.09
28 H -1.29 -1.68 2.20
29 H 0.06 -2.94 2.39
30 H 1.29 -0.30 2.97
31 H 1.12 -1.64 4.19
32 H -0.82 5.14 3.87
33 H -1.89 4.60 2.39
34 H 0.52 5.02 1.69
35 H 0.07 3.27 1.40
36 H 2.38 1.80 2.63
37 H 2.38 2.88 1.42
38 C 0.91 -2.22 -6.45
39 C 0.50 -2.57 -5.04
40 O 0.97 -2.00 -4.07
41 N -0.44 -3.54 -4.88
42 C -1.11 -4.31 -5.90
43 H 1.66 -1.43 -6.42
44 H 1.35 -3.10 -6.94
45 H 0.05 -1.86 -7.01
46 H -0.67 -3.72 -3.91
47 H -2.19 -4.15 -5.81
48 H -0.90 -5.37 -5.74
49 H -0.79 -4.04 -6.91

The calculation puts the highest occupied orbital energy at -5.3 eV. As for the charge: -1.

These are the Mulliken partial charges, in e, on atoms 1 to 2:
1 C -0.913
2 C -0.507

=====

4.
# C12H26N4O7Pb

A structure of composition C12H26N4O7Pb (the ωB97M-V functional and the def2-TZVPD basis, the OMol25 dataset).

CARTESIAN COORDINATES (ANGSTROEM)
1 O -0.63 1.44 -2.88
2 H -1.27 0.78 -3.29
3 Pb -1.03 0.80 -0.45
4 N 0.06 -2.09 -1.10
5 N -1.65 -1.10 -2.54
6 N 1.14 1.40 0.71
7 N -0.06 3.02 -0.72
8 O 1.12 -2.59 -0.64
9 O 1.98 0.54 1.44
10 O -0.34 3.90 -1.76
11 O -2.45 -0.42 -3.29
12 C -1.95 -2.37 -2.22
13 C -0.96 -2.95 -1.39
14 C 1.20 2.67 1.16
15 C 0.50 3.61 0.33
16 C -1.04 -4.33 -0.84
17 H -1.49 -4.33 0.17
18 H -0.03 -4.75 -0.78
19 H -1.66 -4.96 -1.48
20 C -3.18 -3.07 -2.65
21 H -3.47 -2.79 -3.67
22 H -4.02 -2.85 -1.97
23 H -3.05 -4.17 -2.62
24 C 1.96 3.10 2.36
25 C 0.53 5.08 0.48
26 H 2.67 2.33 2.66
27 H 1.27 3.30 3.20
28 H 2.49 4.04 2.15
29 H -0.31 5.54 -0.04
30 H 1.46 5.50 0.08
31 H 0.48 5.34 1.54
32 H 2.35 -0.09 0.77
33 H -0.49 3.30 -2.52
34 C 0.70 0.78 -2.79
35 H 0.58 -0.31 -2.69
36 H 1.27 1.20 -1.95
37 H 1.23 1.01 -3.73
38 O 3.56 -1.26 -0.20
39 H 4.27 -1.90 -0.14
40 H 2.80 -1.72 -0.61
41 C -1.17 -0.01 3.44
42 C -0.47 -1.01 2.58
43 C 0.24 -2.15 3.27
44 O -0.38 -0.92 1.34
45 H -1.46 -0.48 4.39
46 H -2.06 0.38 2.94
47 H -0.50 0.84 3.65
48 H -0.04 -3.09 2.78
49 H 1.33 -2.01 3.17
50 H -0.03 -2.19 4.33

The calculation puts the highest occupied orbital energy (alpha / beta) at -7.5 / -5.5 eV. The calculation puts the energy above the lowest of the compared OMol25 structures with the same formula, charge and spin at 0.3132 eV.

These are the Mulliken partial charges, in e, on atoms 1 to 2:
1 O -0.683
2 H 0.456

=====

5.
# C12H26N4O7Pr

A structure of composition C12H26N4O7Pr (the ωB97M-V functional and the def2-TZVPD basis, the OMol25 dataset).

CARTESIAN COORDINATES (ANGSTROEM)
1 O -0.25 -0.50 -4.11
2 H 0.01 -0.14 -4.98
3 Pr 0.04 0.04 -0.82
4 N 0.13 2.76 0.07
5 N 1.58 1.69 -1.61
6 N -1.62 -1.53 0.52
7 N -0.45 -2.18 -1.70
8 O -0.71 3.27 0.91
9 O -2.12 -1.35 1.85
10 O 0.37 -2.55 -2.77
11 O 2.24 0.55 -1.68
12 C 2.18 2.75 -1.00
13 C 1.36 3.37 -0.03
14 C -1.69 -2.83 0.20
15 C -1.03 -3.19 -1.03
16 C 1.83 4.42 0.91
17 H 2.28 3.98 1.82
18 H 0.99 5.06 1.21
19 H 2.59 5.04 0.43
20 C 3.53 3.16 -1.41
21 H 3.55 3.41 -2.49
22 H 4.23 2.32 -1.25
23 H 3.87 4.03 -0.84
24 C -2.32 -3.83 1.09
25 C -0.98 -4.60 -1.49
26 H -2.98 -3.34 1.81
27 H -1.56 -4.40 1.65
28 H -2.90 -4.56 0.50
29 H -0.29 -4.67 -2.34
30 H -1.98 -4.93 -1.80
31 H -0.64 -5.25 -0.68
32 H -2.17 -0.38 1.96
33 H 0.20 -1.82 -3.46
34 C -0.91 0.57 -3.27
35 H -0.15 1.23 -2.80
36 H -1.63 0.07 -2.60
37 H -1.50 1.23 -3.93
38 O -2.64 1.86 -0.34
39 H -3.48 1.65 0.09
40 H -2.13 2.45 0.28
41 C 0.97 -1.48 3.33
42 C 0.52 -0.21 2.69
43 C 0.06 0.87 3.61
44 O 0.53 -0.05 1.46
45 H 1.08 -1.31 4.40
46 H 1.93 -1.82 2.92
47 H 0.21 -2.26 3.19
48 H 0.70 1.76 3.51
49 H -0.97 1.15 3.40
50 H 0.12 0.51 4.65

The calculation puts the highest occupied orbital energy (alpha / beta) at -9.3 / -9.0 eV. As for the multiplicity: 3. As for the charge: +1. As for the expectation value of S²: 2.36.

These are the Mulliken partial charges, in e, on atoms 1 to 2:
1 O -0.553
2 H 0.309

=====

| no. | F_max (eV Å⁻¹) |
| --- | --- |
| 1 | 4.00 |
| 2 | 1.54 |
| 3 | 3.99 |
| 4 | 2.64 |
| 5 | 4.44 |